C15H24Cl2INO7 | the ωB97M-V functional and the def2-TZVPD basis

Structure (XYZ):
```
50
Properties=species:S:1:pos:R:3:forces:R:3:nbo_charge:R:1
C 0.163 -6.848 -2.649 -0.0988 -0.0357 -0.1581 -0.6222
C 0.905 -5.845 -3.513 0.0287 -0.0823 0.3578 -0.2198
Cl 0.767 -6.321 -5.232 -0.0348 0.1013 -0.1071 -0.0413
C 2.403 -5.771 -3.213 -0.1010 0.0024 -0.3553 -0.0233
Cl 2.721 -5.853 -1.409 -0.0633 0.1271 0.0718 -0.1242
N 3.038 -4.629 -3.797 0.1555 0.1798 0.0051 -0.2009
O 4.419 -4.649 -3.588 -0.0205 -0.1046 0.0172 -0.5319
C 2.472 -3.352 -3.505 0.4076 -0.1043 0.1707 0.8847
O 1.514 -2.923 -4.072 -0.4981 0.0094 0.0456 -0.5728
O 3.143 -2.729 -2.532 0.0307 -0.0550 -0.0509 -0.5125
C 2.461 -1.607 -1.941 0.0055 0.3563 0.0825 -0.0728
C 1.358 -2.068 -0.980 -0.0514 -0.1298 -0.2346 -0.4683
C 0.003 -1.514 -1.389 0.0717 -0.1171 -0.1294 -0.5048
I -1.473 -1.881 0.098 -0.0496 -0.0656 0.0733 0.0563
H -0.803 -7.052 -3.106 -0.0172 -0.0128 0.0026 0.2313
H -0.014 -6.437 -1.658 0.0997 -0.0420 0.0725 0.2298
H 0.714 -7.785 -2.568 -0.0156 -0.0209 0.0323 0.2167
H 0.449 -4.865 -3.406 -0.0055 0.0052 -0.1792 0.2396
H 2.892 -6.652 -3.618 0.1147 -0.0443 0.1155 0.2383
H 4.552 -4.473 -2.639 0.0049 -0.0518 -0.0010 0.4686
H 2.063 -0.962 -2.724 -0.0074 -0.1137 -0.1051 0.2077
H 3.237 -1.052 -1.422 0.0946 -0.0775 0.0207 0.2013
H 1.606 -1.800 0.046 -0.0160 0.0743 0.0009 0.2202
H 1.324 -3.160 -1.020 -0.0008 0.0206 0.1565 0.2217
H 0.009 -0.444 -1.578 -0.0799 0.0458 0.1748 0.2464
H -0.361 -2.017 -2.279 0.0156 0.0545 -0.0720 0.2289
O -1.180 1.562 -1.785 0.0618 0.0175 0.0258 -0.5861
C -1.647 2.235 -0.911 -0.0638 0.0053 -0.0383 0.7997
C -1.903 3.729 -0.908 0.0776 -0.0109 0.2106 -0.5302
C -2.089 4.043 0.575 0.0297 -0.0886 -0.2308 -0.4301
C -2.637 2.721 1.097 -0.0590 0.0676 0.0730 -0.0685
O -2.043 1.705 0.270 0.0369 0.0743 -0.0258 -0.4892
H -2.806 3.917 -1.494 0.0065 0.0073 -0.0242 0.2363
H -1.070 4.251 -1.370 -0.0476 -0.0095 -0.1007 0.2438
H -2.740 4.886 0.783 0.0031 -0.0203 0.0052 0.2386
H -1.121 4.251 1.031 -0.0343 0.0325 0.0176 0.2200
H -3.722 2.651 0.992 -0.0039 0.0119 -0.0048 0.1773
H -2.369 2.512 2.130 0.0225 -0.0553 -0.0181 0.1901
O -1.626 6.055 2.786 -0.0163 0.0629 0.1213 -0.5734
C -1.332 5.732 3.900 -0.0154 -0.0709 -0.0477 0.7931
C -2.233 5.175 4.987 0.1032 0.1391 0.1430 -0.5296
C -1.391 5.346 6.249 -0.0441 0.0236 -0.0433 -0.4298
C 0.025 5.260 5.688 -0.0095 -0.0279 0.0595 -0.0710
O -0.062 5.804 4.360 0.0274 0.0068 0.0026 -0.4870
H -2.428 4.125 4.759 -0.0284 -0.0001 -0.0144 0.2346
H -3.177 5.714 5.004 -0.0397 -0.0630 -0.0695 0.2456
H -1.585 4.607 7.023 0.0165 -0.0358 -0.0285 0.2252
H -1.560 6.336 6.674 0.0103 -0.0044 0.0165 0.2135
H 0.377 4.229 5.612 -0.0132 -0.0076 0.0058 0.1795
H 0.755 5.842 6.244 0.0105 0.0266 -0.0420 0.2012
```
Positions in Å, forces in eV/Å.

Frontier orbital gap = 9.385 eV
Charge = 0
E_HOMO = -9.00 eV
Max |F| = 0.50 eV/A
Structure (SMILES) = C[C@H](Cl)[C@H](Cl)N(O)C(=O)OCCCI.O=C1CCCO1.O=C1CCCO1

***

C15H24Cl4F8O3 | the ωB97M-V functional and the def2-TZVPD basis

Structure (XYZ):
```
54
Properties=species:S:1:pos:R:3:forces:R:3:nbo_charge:R:1
F 0.065 -2.384 2.703 -0.1871 0.4341 -0.0833 -0.3252
C -0.525 -1.374 1.999 -0.1149 -0.9988 -0.1492 0.5104
F -1.832 -1.719 1.787 0.3527 0.2230 0.2781 -0.3328
C -0.462 -0.068 2.797 -0.2070 0.0923 -0.2254 0.6104
F 0.835 0.327 2.839 0.1198 0.0029 -0.1321 -0.3232
F -0.855 -0.257 4.074 -0.1411 -0.1216 -0.0021 -0.3118
C -1.328 1.010 2.174 0.2996 0.4252 0.3724 -0.1434
O -1.000 1.035 0.784 -0.8117 0.6170 -0.0911 -0.5179
C -1.737 1.963 0.062 0.5378 -1.5810 0.1118 0.8422
F -3.055 1.790 0.256 -0.1502 0.1301 -0.0065 -0.3162
F -1.424 3.206 0.444 -0.0520 0.3794 -0.0916 -0.3155
C -1.350 1.725 -1.404 0.9660 0.9579 -0.3540 0.5121
F -1.567 0.446 -1.778 -0.4536 0.5443 0.1153 -0.3136
F -2.026 2.609 -2.202 -0.1247 -0.7812 0.2839 -0.3282
H -0.041 -1.318 1.022 0.0224 0.3009 0.1374 0.1596
H -1.087 1.964 2.648 0.1763 -0.0404 -0.0216 0.2131
H -2.382 0.822 2.372 -0.0139 -0.3412 -0.2582 0.2244
H -0.281 1.955 -1.527 -0.2119 -0.2187 0.0856 0.1532
C 3.612 1.484 5.596 0.4920 1.3350 0.8735 -0.4382
C 4.984 1.638 6.269 0.3150 -1.2066 0.2964 -0.4235
C 5.585 0.227 6.149 -0.6185 0.0316 -1.6110 -0.0674
O 4.473 -0.689 6.061 0.3089 0.4224 0.8618 -0.5375
C 3.266 0.036 5.804 -0.0801 -0.8017 -0.9936 -0.0765
H 3.649 1.826 4.563 -0.0749 -0.3419 -0.1075 0.2077
H 2.966 2.168 6.150 -0.4208 -0.1663 -0.3463 0.2156
H 4.833 1.845 7.329 0.1908 0.4104 -0.0559 0.2006
H 5.631 2.352 5.767 -0.0457 0.2747 0.3051 0.2167
H 6.315 -0.085 6.890 -0.2778 -0.0024 0.3613 0.1891
H 6.072 0.163 5.168 0.3163 0.0369 0.0830 0.1546
H 2.535 -0.145 6.593 0.1241 0.0759 0.1653 0.1769
H 2.864 -0.372 4.871 -0.2507 -0.0765 0.1491 0.1817
C -2.793 -1.517 -4.236 -0.1677 -0.1109 -1.6393 -0.4419
C -1.439 -0.905 -4.661 -0.8590 0.4443 -0.1302 -0.4400
C -0.902 -1.862 -5.737 0.0830 -0.1745 0.9293 -0.0685
O -1.848 -2.912 -5.891 -0.3087 -0.0306 -0.5501 -0.5298
C -2.747 -2.959 -4.816 -0.1566 0.3153 1.5858 -0.0579
H -3.565 -1.085 -4.879 0.0074 0.4844 0.3342 0.2049
H -3.078 -1.309 -3.209 0.1127 -0.5521 0.1795 0.2242
H -0.798 -0.698 -3.809 0.2643 -0.3420 -0.1375 0.2184
H -1.669 0.057 -5.124 0.2731 0.0913 0.0689 0.1940
H 0.032 -2.330 -5.408 0.2075 0.2800 -0.2308 0.1703
H -0.790 -1.341 -6.686 0.1711 -0.2520 -0.0968 0.1836
H -2.458 -3.694 -4.053 0.2937 -0.0536 -0.1154 0.1532
H -3.740 -3.246 -5.160 0.1088 -0.0949 -0.2475 0.1831
Cl -4.734 3.729 -4.671 0.4312 -0.3559 0.1042 -0.0269
C -3.926 2.290 -5.351 0.1750 0.4186 -0.4410 -0.3972
Cl -5.120 1.191 -6.021 -0.0841 -0.3317 -0.0395 -0.0170
H -3.292 2.620 -6.169 -0.1358 0.1342 -0.0038 0.2187
H -3.290 1.769 -4.642 -0.3755 0.1300 0.4151 0.2247
Cl 0.355 -2.435 -1.776 0.4895 -0.1821 0.1879 -0.0161
C 1.976 -2.129 -1.109 -0.0820 0.7214 0.1403 -0.3787
Cl 2.297 -0.360 -1.079 -0.0045 -0.3533 0.0044 -0.0514
H 2.034 -2.464 -0.080 -0.2024 -0.1183 -0.0176 0.2239
H 2.762 -2.588 -1.695 -0.2261 -0.0841 -0.2504 0.2293
```
Positions in Å, forces in eV/Å.

Relative energy (zero: lowest compared OMol25 entry of this formula, charge and spin) = 0.0 kcal/mol
Frontier orbital gap = 9.776 eV
Charge = 0
E_HOMO = -9.40 eV
Max |F| = 1.73 eV/A
Structure (SMILES) = FC(F)C(F)(F)COC(F)(F)C(F)F.C1CCOC1.C1CCOC1.ClCCl.ClCCl

***

C15H24I2NO6 | the ωB97M-V functional and the def2-TZVPD basis

Structure (XYZ):
```
48
Properties=species:S:1:pos:R:3:forces:R:3:nbo_charge:R:1
C 2.645 3.042 0.430 -0.0563 0.2141 -1.1726 -0.6706
C 2.387 1.536 -0.216 -1.6848 -1.0415 5.0695 -0.2984
I 2.911 1.162 -2.296 -0.3593 0.3469 1.5441 0.1033
C 1.792 0.501 0.651 1.2742 -0.5115 -5.3890 -0.0678
I 1.294 0.994 2.769 0.3094 0.1107 -0.8474 -0.0292
C 1.399 -1.057 0.205 1.3381 1.8461 -1.6384 -0.4520
C 2.772 -1.863 -0.319 0.0701 1.5560 0.0910 -0.6494
C 0.266 -1.027 -1.030 -0.6320 -0.4451 2.5455 -0.4438
C -1.194 -1.228 -0.235 0.5984 1.3232 -1.5392 -0.2283
N -1.431 0.133 0.453 -0.7189 -1.4458 -0.0667 -0.8799
H 1.599 3.574 0.565 2.0441 -1.0841 -0.1699 0.2086
H 3.207 3.032 1.454 -1.1603 -0.2960 -1.9366 0.2265
H 3.274 3.708 -0.309 -1.2069 -1.3515 1.3327 0.2054
H 2.864 -2.941 0.125 -0.2582 2.0818 -0.9681 0.1923
H 2.802 -1.871 -1.512 0.0384 -0.1386 2.7524 0.1927
H 3.728 -1.256 0.013 -1.6903 -1.1568 -0.4912 0.1785
H 0.415 -1.934 -1.763 -0.0419 1.7870 1.1524 0.1707
H 0.181 0.017 -1.547 0.0930 -1.9698 0.5413 0.1891
H -1.177 -2.123 0.518 0.0380 1.7318 -1.5271 0.1908
H -2.017 -1.314 -1.077 1.1939 -0.3252 1.6212 0.1355
H -1.603 0.013 1.474 -0.0240 0.2991 -1.3461 0.3642
H -2.203 0.647 -0.029 0.9120 -0.6905 1.0232 0.3654
C -2.042 6.021 3.732 -0.0983 -0.3864 0.3951 -0.6252
C -1.426 5.452 2.469 0.1326 0.5816 1.1220 0.0532
C -1.583 6.345 1.275 0.3718 0.6723 -0.2403 -0.0920
O -1.599 5.426 0.197 -0.2504 -0.6228 0.1137 -0.4864
C -2.057 4.243 0.702 -0.7017 -2.5051 -1.4514 0.9649
O -2.387 3.286 0.023 0.6421 2.3751 1.5550 -0.5632
O -2.099 4.273 2.068 -0.0848 -0.1289 -1.0571 -0.4801
H -3.136 6.017 3.675 0.1597 0.0942 -0.1823 0.2177
H -1.773 5.400 4.593 0.0062 0.1453 -0.1163 0.2281
H -1.698 7.042 3.923 0.0299 -0.1199 -0.0895 0.2120
H -0.371 5.202 2.643 -0.1179 0.0296 -0.1163 0.1955
H -0.748 7.045 1.170 -0.1111 -0.1617 -0.1358 0.1998
H -2.522 6.909 1.269 -0.0179 -0.0541 0.1626 0.1734
C -1.155 -6.463 -3.004 0.1181 -0.1384 -0.5272 -0.6251
C 0.062 -6.221 -2.133 -0.9716 -0.5846 -0.4168 0.0612
C -0.238 -5.430 -0.895 -0.3700 -0.0463 0.7114 -0.0959
O 0.989 -4.768 -0.642 0.4833 0.0037 -0.7266 -0.4709
C 1.623 -4.651 -1.846 2.4846 1.8967 -0.1973 0.9645
O 2.609 -3.962 -2.041 -2.4097 -2.5584 -0.0756 -0.5554
O 1.005 -5.405 -2.804 0.3745 0.3967 0.3670 -0.4962
H -1.488 -5.537 -3.485 0.0619 -0.0391 0.2800 0.2282
H -0.907 -7.162 -3.810 -0.0845 0.0398 0.1301 0.2149
H -1.985 -6.884 -2.427 0.1461 0.0425 0.0104 0.2132
H 0.547 -7.175 -1.888 -0.0282 0.1106 0.0609 0.1708
H -0.509 -6.071 -0.051 0.1493 0.1831 -0.0293 0.1948
H -1.021 -4.677 -1.035 0.0094 -0.0656 -0.1277 0.1948
```
Positions in Å, forces in eV/Å.

Frontier orbital gap = 4.146 eV
Charge = -1
E_HOMO = -1.74 eV
Max |F| = 5.56 eV/A